# 1
This record from the OMol25 dataset describes one molecule with the formula C6H12O. The level of theory is ωB97M-V/def2-TZVPD.

Positions of all 19 atoms, in Å:
C 2.173282 0.654997 0.136586
C 0.750116 0.213236 -0.217054
C 0.770251 -0.739498 -1.419268
C 0.009849 -0.215595 1.031311
O -0.670780 0.886919 1.616322
C -1.455107 -0.191991 1.113688
C -2.405947 0.074413 -0.027033
H 2.620167 1.190003 -0.708526
H 2.155963 1.328000 0.999745
H 2.834830 -0.192477 0.374298
H 0.174794 1.098402 -0.465238
H 1.503308 -1.547890 -1.289612
H 1.077587 -0.151081 -2.295117
H -0.208371 -1.189088 -1.633324
H 0.548423 -0.833517 1.759043
H -1.903093 -0.783351 1.912318
H -1.971233 0.726177 -0.791294
H -3.303371 0.554323 0.380599
H -2.700669 -0.881982 -0.477444

Cartesian forces, eV/Å:
0.03 0.11 0.02
0.18 -0.26 0.04
-0.03 0.03 0.07
0.31 -0.36 -0.26
-0.30 0.21 0.57
-0.13 -0.13 0.02
0.11 0.02 0.14
-0.01 -0.05 0.14
0.07 -0.04 -0.12
-0.30 0.13 -0.04
0.12 0.28 -0.49
-0.20 0.15 0.03
-0.06 -0.28 0.11
0.20 0.14 0.09
-0.09 0.08 -0.22
0.07 -0.03 -0.05
-0.10 -0.17 0.14
0.11 -0.05 -0.19
0.02 0.23 0.01

2S+1: 1
structure (SMILES): CC(C)[C@H]1O[C@H]1C
ΔE to the lowest compared entry with this formula, charge and spin: 1.278 eV
electronic energy: -8463.07575 eV
frontier orbital gap: 11.11 eV

***

# 2
This record from the OMol25 dataset describes C40H44FN6O5P2RuS as an isolated structure at a distorted geometry. The level of theory is ωB97M-V/def2-TZVPD.

Positions of all 100 atoms, in Å:
Ru 0.411706 -0.098218 0.260454
C -4.798020 1.187350 1.621940
C -4.878674 -0.191878 1.517341
C -3.737678 -0.965924 1.608181
C -2.496171 -0.366069 1.807433
C -2.417715 1.021160 1.868845
C -3.563298 1.791421 1.786533
P -1.015004 -1.440893 1.931407
C -1.681055 -2.673833 3.123631
C -1.306818 -4.007358 3.039718
C -1.774143 -4.917739 3.972279
C -2.616716 -4.497233 4.986697
C -2.971129 -3.160861 5.087486
C -2.495450 -2.248022 4.168248
C 0.063184 -0.475883 3.036377
C 0.460178 -0.757971 4.336525
C 1.298017 0.139197 4.974268
C 1.709471 1.297637 4.332837
C 1.324524 1.565270 3.026411
C 0.546746 0.640484 2.344503
H -5.693614 1.789713 1.586154
H -5.839712 -0.666921 1.377522
H -3.812283 -2.042066 1.538224
H -1.449468 1.498449 1.994786
H -3.489599 2.865394 1.866162
H -0.646394 -4.321762 2.243331
H -1.473889 -5.954413 3.913881
H -2.992929 -5.209233 5.704324
H -3.608526 -2.827712 5.891629
H -2.751499 -1.201455 4.252893
H 0.138158 -1.661295 4.834410
H 1.615465 -0.057037 5.987818
H 2.352895 1.994378 4.849224
H 1.650745 2.481881 2.554700
C -1.302922 2.158466 -1.270469
C -0.334729 1.616367 -2.269601
C -0.145781 2.169137 -3.542916
C 0.805714 1.630206 -4.372121
C 1.577161 0.530580 -3.943494
C 2.569065 -0.062630 -4.745790
C 3.220286 -1.190000 -4.305960
C 2.907501 -1.761169 -3.074570
C 1.956659 -1.199405 -2.234150
S 1.595404 -2.006871 -0.744370
C 1.290938 -0.010521 -2.657415
N 0.358427 0.565938 -1.873481
H -2.144249 2.666952 -1.732711
H -0.773715 2.858086 -0.619230
H -1.655059 1.323488 -0.647459
H -0.742319 3.009015 -3.859822
H 0.979096 2.034731 -5.357263
H 2.800047 0.384070 -5.701724
H 3.971624 -1.655310 -4.925214
H 3.405083 -2.662651 -2.750246
C -4.491501 -0.497923 -1.832188
N -4.114788 -1.880002 -1.646381
C -5.210486 -2.801882 -1.802555
P -2.504158 -2.239116 -2.027890
O -1.619581 -1.305367 -1.314810
N -2.319893 -2.225094 -3.692177
C -1.369631 -1.361612 -4.342613
C -3.317877 -2.768436 -4.581453
N -2.276595 -3.833674 -1.595757
C -2.367529 -4.120545 -0.187313
C -2.188810 -4.984273 -2.457632
H -5.229906 -0.212407 -1.082091
H -4.920315 -0.313616 -2.824950
H -3.605264 0.118911 -1.703678
H -5.921853 -2.656122 -0.984198
H -4.842538 -3.824226 -1.763716
H -5.753087 -2.648785 -2.744714
H -0.726803 -0.934941 -3.582193
H -1.875038 -0.556478 -4.889577
H -0.763069 -1.932059 -5.053494
H -3.970025 -3.452024 -4.046687
H -2.823146 -3.311840 -5.392698
H -3.923310 -1.972880 -5.032695
H -2.223334 -3.181998 0.349440
H -1.577529 -4.818071 0.098677
H -3.332827 -4.559137 0.097832
H -1.945393 -4.670928 -3.467224
H -3.118362 -5.569318 -2.469736
H -1.385598 -5.636343 -2.103555
F 2.650040 3.779842 -4.384160
C 3.583542 3.350860 -3.509943
C 3.295160 3.269393 -2.195731
N 4.219670 2.878640 -1.280577
C 3.827128 2.722294 0.104729
C 2.590360 1.774626 0.174047
O 2.804819 0.569855 0.369203
O 1.472656 2.290308 0.002612
C 5.520553 2.575838 -1.648010
O 6.385938 2.294610 -0.857417
N 5.756201 2.639360 -3.004138
C 4.883574 2.973795 -4.035846
O 5.231091 2.927601 -5.191600
H 2.310574 3.498303 -1.811894
H 3.558907 3.692743 0.532861
H 4.663761 2.281775 0.649066
H 6.698874 2.388325 -3.284785

Cartesian forces, eV/Å:
1.74 0.51 -0.61
-0.02 0.11 0.02
-0.12 -0.06 0.06
0.06 0.05 -0.12
0.00 0.09 -0.08
0.12 -0.02 0.10
-0.17 0.05 -0.01
-0.27 0.20 1.45
0.22 -0.17 -0.37
0.01 0.15 -0.08
0.02 -0.18 0.10
0.02 -0.08 -0.02
-0.01 0.02 0.10
0.00 0.02 -0.06
0.15 -0.04 -0.09
-0.11 0.00 0.09
-0.04 -0.16 0.17
-0.11 0.22 -0.15
0.10 0.04 0.13
-0.28 -0.92 -0.77
-0.09 0.04 -0.05
-0.07 -0.05 0.01
-0.05 -0.07 0.02
-0.25 -0.02 0.03
0.00 0.12 0.00
0.05 -0.07 -0.03
-0.01 -0.06 -0.03
-0.03 -0.09 0.10
-0.09 0.03 0.10
-0.07 0.04 0.03
-0.07 -0.04 0.09
0.09 -0.03 0.07
0.05 0.09 0.09
0.09 -0.02 -0.12
0.13 -0.10 0.15
0.01 -0.34 0.29
0.27 -0.17 -0.44
-0.21 0.05 0.35
-0.12 -0.15 0.38
0.19 -0.24 -0.04
-0.11 0.40 -0.43
-0.42 0.25 0.43
0.32 -0.12 -0.30
-0.45 -0.03 0.67
0.51 -0.06 -0.86
-0.09 0.24 0.31
-0.11 -0.02 -0.05
-0.04 0.02 0.01
-0.17 0.29 -0.20
-0.09 0.11 0.00
0.02 0.09 -0.09
0.04 0.01 -0.11
0.10 -0.01 -0.08
0.06 -0.05 0.03
0.01 0.22 0.04
0.86 -0.30 -0.25
-0.06 -0.09 0.10
-0.73 -0.99 -0.57
0.11 0.52 0.02
-0.13 0.06 0.73
0.25 0.08 0.02
-0.05 0.06 0.02
-0.34 0.68 -0.19
-0.04 0.07 0.20
0.07 -0.01 -0.11
0.00 0.08 -0.01
0.00 -0.02 -0.07
-0.06 0.19 0.05
-0.05 -0.07 0.00
-0.06 -0.12 0.00
0.02 -0.05 0.00
0.10 0.08 -0.11
0.03 0.03 0.03
0.06 0.06 0.01
-0.11 -0.10 -0.09
-0.08 -0.07 0.01
-0.06 -0.04 0.01
-0.02 -0.23 0.13
0.04 0.04 0.05
-0.01 0.01 0.03
0.01 -0.06 -0.08
0.01 0.01 -0.03
-0.01 -0.01 -0.02
0.23 -0.05 0.05
-0.37 0.13 0.38
-0.11 0.24 -1.11
0.45 -0.17 -0.01
-0.54 -0.43 0.65
1.17 0.77 0.07
-0.35 -0.70 0.01
-0.87 0.34 -0.08
-0.20 0.14 0.04
0.32 -0.17 0.22
0.28 -0.09 -0.22
-0.04 -0.09 0.29
-0.08 0.09 -0.26
-0.03 0.02 0.00
0.06 -0.07 -0.05
-0.14 0.13 -0.17
-0.21 0.05 0.06

2S+1: 6
⟨S²⟩: 8.7701
ΔE to the lowest compared entry with this formula, charge and spin: 1.184 eV
electronic energy: -96085.61833 eV
frontier orbital gap (spin up / spin down): 7.18 / 5.98 eV